Entry 1:
71
Properties=species:S:1:pos:R:3:mulliken_charge:R:1 method="wB97M-V/def2-TZVPD" homo_lumo_gap_ev=7.09 lumo_ev=-0.72 charge=0 energy_ha=-2567.006877 e_homo_ev=-7.8
Tl -1.82785 0.53610 -0.95555 0.948
C 2.07572 5.24769 5.37997 -0.420
C 2.28204 3.94378 5.79626 -0.667
C 1.75676 2.89933 5.05616 -0.481
C 1.02720 3.13462 3.89801 0.278
C 0.82948 4.44419 3.49051 -0.164
C 1.35614 5.49457 4.22378 -0.681
Sb 0.15033 1.39038 2.88487 0.934
C -0.86784 2.57817 1.35832 0.159
C -2.25758 2.51364 1.33220 -0.788
C -2.98461 3.17917 0.35069 -0.572
C -2.32015 3.93486 -0.60552 -0.468
C -0.93986 4.04251 -0.55986 -0.834
C -0.22209 3.36819 0.41586 -0.027
C 2.02658 1.09320 1.83592 1.239
C 3.13781 0.76002 2.59922 -0.746
C 4.37226 0.55789 2.00695 -0.658
C 4.51694 0.69475 0.63550 -0.557
C 3.41138 1.01003 -0.13561 -0.596
C 2.17196 1.19248 0.46149 -0.734
H 2.47166 6.06820 5.96057 0.365
H 2.85146 3.74502 6.69619 0.382
H 1.91668 1.88113 5.39374 0.340
H 0.26146 4.65297 2.59267 0.330
H 1.20290 6.51232 3.89331 0.380
H -2.77000 1.92565 2.08292 0.304
H -4.06596 3.12917 0.34214 0.415
H -2.87529 4.45626 -1.37167 0.418
H -0.42051 4.65265 -1.28369 0.422
H 0.85021 3.49939 0.46044 0.559
H 3.04037 0.65789 3.67219 0.244
H 5.22892 0.29963 2.61483 0.400
H 5.48382 0.55552 0.16968 0.396
H 3.50553 1.11831 -1.20696 0.458
H 1.31618 1.41032 -0.16614 0.334
O 0.17587 -1.60388 2.37337 -0.680
C -0.83239 -1.54584 1.67458 -0.180
O -1.34455 -0.49065 1.20912 -0.538
C -1.47453 -2.87471 1.28564 0.714
C -1.38721 -3.95658 2.15649 -0.522
C -1.84559 -5.20754 1.77550 -0.591
C -2.35431 -5.40793 0.50744 -0.586
C -2.43996 -4.32733 -0.36467 -0.235
C -2.03819 -3.05820 0.03549 0.186
N -2.91631 -4.53002 -1.69697 1.007
O -2.96580 -3.55864 -2.43646 -0.614
O -3.22237 -5.65352 -2.04112 -0.633
H -0.93268 -3.80237 3.12236 0.508
H -1.78840 -6.03590 2.46387 0.401
H -2.66845 -6.38419 0.17864 0.491
H -2.14440 -2.22740 -0.64913 0.181
C -2.96163 -2.05832 -5.18262 -1.518
C -1.58110 -1.73900 -4.74672 0.908
C -0.54038 -2.62473 -4.85114 -0.873
C 0.74353 -2.19872 -4.44097 1.088
N 0.94921 -0.99955 -3.96034 -0.404
C -0.05705 -0.14400 -3.80233 -0.411
S 0.17351 1.38071 -3.18076 -0.261
N -1.33159 -0.52710 -4.20436 0.123
C 1.93369 -3.08747 -4.54936 -1.310
H -2.94613 -2.77546 -5.99771 0.405
H -3.49736 -1.16701 -5.49478 0.418
H -3.49014 -2.51122 -4.34423 0.298
H -0.70217 -3.60667 -5.25761 0.446
H -2.07323 0.15879 -4.10834 0.300
H 1.91004 -3.63311 -5.48963 0.395
H 1.93181 -3.80919 -3.73246 0.278
H 2.83470 -2.48478 -4.47494 0.367
N 1.13524 -1.40306 -0.37244 -0.065
C 0.22469 -1.23222 -1.06126 -0.294
H 1.83159 -1.45316 0.33848 0.283

---

Entry 2:
50
Properties=species:S:1:pos:R:3:mulliken_charge:R:1 method="wB97M-V/def2-TZVPD" homo_lumo_gap_ev=8.83 lumo_ev=0.57 smiles="[H]/N=c1/[nH]cc(C(=O)N2C[C@H](C)[C@H](NC(=O)CCc3cccc(C)c3)C2)o1" charge=0 energy_ha=-1183.205823 e_homo_ev=-8.3
H 7.80494 1.81749 3.69132 0.248
N 8.42743 2.47465 3.23520 -0.791
C 7.78742 3.29403 2.52151 0.381
N 8.32122 4.31806 1.77034 -0.083
C 7.31172 5.00241 1.12655 -0.252
C 6.16124 4.41278 1.45945 0.511
C 4.80472 4.82368 1.05236 0.105
O 4.67150 5.88731 0.45885 -0.703
N 3.75036 4.03458 1.35047 0.146
C 3.74135 2.64392 1.83088 -0.902
C 2.39967 2.11592 1.32511 0.837
C 2.49635 1.64054 -0.11859 -1.423
C 1.51747 3.36803 1.47727 -0.647
N 0.24677 3.34089 0.79630 -0.053
C -0.89806 2.97290 1.43152 0.540
O -0.92921 2.70195 2.61971 -0.675
C -2.14038 2.91782 0.57016 -0.668
C -2.56665 1.47076 0.21565 -1.272
C -1.44272 0.46774 0.12250 0.503
C -0.91415 -0.12812 1.26246 -0.291
C 0.10870 -1.05951 1.14799 -0.847
C 0.61137 -1.40470 -0.09668 -0.440
C 0.10256 -0.81772 -1.25160 0.689
C 0.67410 -1.15951 -2.60061 -1.537
C -0.92183 0.11270 -1.12077 -0.260
C 2.41764 4.49879 0.98596 -1.103
O 6.42908 3.35384 2.32719 -0.323
H 9.30663 4.49975 1.73656 0.160
H 7.46814 5.85447 0.49111 0.493
H 4.58086 2.08439 1.42545 0.472
H 3.80126 2.61157 2.92112 0.280
H 2.02892 1.30941 1.95905 0.446
H 2.93778 2.40775 -0.76096 0.345
H 3.12343 0.75034 -0.18487 0.379
H 1.51436 1.37563 -0.51106 0.082
H 1.29307 3.50322 2.53524 0.422
H 0.22551 3.46562 -0.20163 0.386
H -1.97119 3.48122 -0.35111 0.240
H -2.94049 3.41362 1.11713 0.377
H -3.12436 1.49044 -0.72076 0.412
H -3.25841 1.12671 0.98628 0.399
H -1.30176 0.14044 2.23671 0.427
H 0.50877 -1.52721 2.03917 0.433
H 1.40508 -2.13915 -0.17494 0.423
H 0.01531 -0.83386 -3.40499 0.386
H 1.64155 -0.67168 -2.74342 0.273
H 0.83236 -2.23346 -2.70292 0.386
H -1.34019 0.56486 -2.01549 0.324
H 2.34225 4.63814 -0.09789 0.359
H 2.19490 5.45847 1.45080 0.407

---

Entry 3:
40
Properties=species:S:1:pos:R:3:mulliken_spin:R:1 method="wB97M-V/def2-TZVPD" homo_lumo_gap_ev="6.72 / 6.98" lumo_ev="-7.78 / -7.53" spin_multiplicity=2 charge=+2 energy_ha=-3111.107582 e_homo_ev="-14.5 / -14.5"
I -2.66731 1.55061 2.59876 0.000
I -2.96859 -0.96491 3.19521 0.000
Ti 0.58426 -0.63815 -0.51755 1.066
P -3.00779 -0.33476 -0.85025 0.006
C -4.63661 -0.29139 0.00282 0.000
C -3.24790 1.27857 -1.71609 -0.001
H -4.29537 1.41143 -2.03036 0.000
H -4.69014 -1.11829 -2.48656 0.000
H -2.57985 1.23886 -2.57836 0.000
H -2.98202 -1.26291 -3.07776 0.001
H -4.69143 0.66768 0.53193 0.000
H -2.93368 2.09371 -1.05569 0.000
C -3.65424 -1.38263 -2.22545 0.001
H -5.44802 -0.39287 -0.74917 0.000
H -3.62131 -2.41842 -1.87295 0.000
H -4.59359 -1.13571 0.70998 0.000
P 2.89027 -0.18109 -0.99404 -0.074
C 4.13576 -0.05299 0.32231 0.003
C 3.56981 -1.56337 -1.95144 0.014
H 2.83122 1.32417 -2.89637 0.002
H 4.48463 1.16556 -2.20981 -0.002
H 3.23484 2.17691 -1.40943 0.002
C 3.41249 1.25724 -1.97603 0.010
H 3.10501 -1.57692 -2.94040 0.002
H 4.65814 -1.43620 -2.03962 0.001
H 5.10176 -0.23438 -0.18189 -0.001
H 3.92701 -0.76549 1.12842 0.000
H 3.32020 -2.50236 -1.44635 0.000
H 4.11901 0.95550 0.74650 0.000
Cl -0.11264 0.04777 -2.56031 -0.030
N 0.57664 1.29460 3.45479 0.000
C 0.49155 -0.20665 3.52347 -0.001
C 1.07221 -0.59177 2.17334 -0.004
O 1.99932 -1.36194 1.87516 0.004
O 0.44533 0.17213 1.23092 -0.001
H 1.53494 1.58452 3.14342 0.000
H 0.41377 1.77532 4.34200 0.000
H -0.14380 1.64678 2.77585 0.000
H 0.93211 -0.59090 4.47399 0.000
H -0.56602 -0.63726 3.53704 0.000

---

Entry 4:
13
Properties=species:S:1:pos:R:3:mulliken_charge:R:1 method="wB97M-V/def2-TZVPD" homo_lumo_gap_ev=11.84 lumo_ev=0.73 smiles="CC[C@H]1OS1(=O)=O" charge=0 energy_ha=-741.717809 e_homo_ev=-11.1
C 0.50787 -0.79567 0.00707 -1.041
C -0.59292 0.23955 0.29977 -0.184
C -0.20890 1.54204 -0.28889 -0.081
O -1.23331 2.59629 -0.25828 -0.393
S 0.01602 2.84972 0.70474 0.940
O 0.83873 3.88331 0.27124 -0.546
O -0.07963 2.55257 2.08204 -0.533
H 0.63783 -0.89488 -1.11510 0.293
H 0.17924 -1.91970 0.34092 0.275
H 1.54401 -0.67808 0.46564 0.300
H -0.91101 0.38018 1.35899 0.351
H -1.47494 -0.03196 -0.30175 0.195
H 0.32292 1.78549 -1.20617 0.426

---

Entry 5:
12
Properties=species:S:1:pos:R:3:mulliken_charge:R:1 method="wB97M-V/def2-TZVPD" homo_lumo_gap_ev=10.56 lumo_ev=0.79 smiles=C[C@]1(O)O[C@H]1O charge=0 energy_ha=-343.576565 e_homo_ev=-9.8
C 0.54670 0.01067 -1.47065 -1.217
C 0.24388 -0.12791 -0.01974 0.826
O 1.21689 0.32338 0.87583 -0.585
O -0.42330 -1.22750 0.43872 -0.486
C -1.16226 -0.02317 0.51844 -0.013
O -1.35093 0.49609 1.73569 -0.518
H 1.62611 -0.34507 -1.73530 0.274
H 0.58098 1.02649 -1.81644 0.288
H 0.03594 -0.71656 -2.13469 0.356
H 1.39795 -0.29493 1.59147 0.358
H -2.10583 -0.13213 -0.06551 0.376
H -0.60614 1.01065 2.08217 0.343

---

Entry 6:
24
Properties=species:S:1:pos:R:3:mulliken_charge:R:1 method="wB97M-V/def2-TZVPD" homo_lumo_gap_ev=9.76 lumo_ev=-3.69 charge=+1 energy_ha=-840.105122 e_homo_ev=-13.5
C 1.45998 0.73902 0.43021 0.516
C 2.66565 1.65062 0.17476 -0.996
C -1.40138 2.03540 -0.32919 -0.227
C -2.92137 0.66484 0.62851 -0.928
C 0.44897 -3.24867 -0.15873 -1.012
C 1.52960 -0.66565 -0.11165 -0.574
N -1.92633 0.89140 -0.33804 0.016
O 0.45804 0.97386 1.09224 -0.560
O -0.66758 -1.13192 -1.38132 -0.732
S -0.07512 -1.43513 -0.01232 0.638
H 2.06708 2.60772 0.03174 0.290
H 3.23726 1.65170 1.13171 0.327
H 3.22347 1.51921 -0.77780 0.346
H -1.63300 2.70504 0.40648 0.271
H -1.59683 0.03706 -1.00848 0.457
H -0.69757 2.42072 -1.10494 0.297
H -3.70540 0.11502 0.13768 0.386
H -2.56920 -0.00554 1.50387 0.282
H -3.39289 1.55728 1.03092 0.368
H 0.10648 -3.60216 -1.13657 0.318
H -0.10198 -3.80056 0.56814 0.375
H 1.49318 -3.47797 -0.01621 0.363
H 1.96617 -0.78120 -1.19411 0.366
H 2.03277 -1.42006 0.43311 0.412